Molecular formula: C5H13NO
Method: DFT, ωB97M-V/def2-TZVPD

```
20
Properties=species:S:1:pos:R:3:forces:R:3:mulliken_charge:R:1
C -0.20699 2.39498 -0.72876 -0.4 -0.3 0.2 -1.357
C -0.47129 0.93412 -0.42279 3.2 -1.9 -1.4 0.363
O -0.99067 0.74798 0.79793 -1.0 -3.0 2.0 -0.669
C 1.23905 0.14455 -0.42362 -2.0 2.3 -0.5 -0.788
N 1.75110 0.13233 0.90123 0.2 -0.1 0.6 -0.505
H 0.22352 2.51583 -1.72150 0.0 0.0 0.0 0.372
H 0.46849 2.82378 0.01085 0.1 0.0 0.0 0.304
H -1.14920 2.94346 -0.68431 0.0 0.1 0.0 0.385
H -1.03009 0.44165 -1.23105 -0.1 0.1 0.0 0.226
H -1.03906 -0.39665 0.97474 0.3 4.3 -0.8 0.279
H 1.45056 -0.78169 -0.94444 -0.5 -0.1 0.0 0.321
H 1.71859 0.92598 -1.00838 0.4 0.0 0.0 0.350
H 1.44777 0.95637 1.42095 0.1 -0.3 -0.2 0.259
H 1.44692 -0.67442 1.43637 -0.1 0.1 -0.1 0.265
C -0.43489 -2.22533 -0.29145 -1.0 0.2 1.5 -0.471
C -1.13655 -1.94979 0.84904 0.3 -2.5 -1.4 -0.627
H -0.87289 -2.09970 -1.26975 0.0 0.1 -0.1 0.271
H 0.57046 -2.61283 -0.25520 0.1 0.1 0.1 0.359
H -2.21990 -1.90014 0.79333 0.0 0.6 -0.1 0.356
H -0.76492 -2.32046 1.79683 0.3 0.4 0.1 0.305
```
Forces are in eV/Å.

The value obtained for the LUMO energy is 0.342 eV. The energy relative to the best compared isomer or geometry (same formula, charge and spin) comes out at 87.77 kcal/mol. Its structure (SMILES) is C[C@H](O)CN.C=C. As for the spin multiplicity: 1.